## w
Entry from the OMol25 dataset: a 2-piece molecular cluster, C4H12 overall (ωB97M-V/def2-TZVPD).

Values from the calculation:
orbital gap	12.5	eV
molar mass	60.1	g/mol
LUMO	1.12	eV
SMILES	CC.CC
HOMO	-11.33	eV

Structure (ORCA input):
```
! RIJCOSX wB97M-V def2-TZVPD def2/J DEFGRID3
* xyz 0 1
C 1.929 1.820 0.234
C 2.052 0.284 -0.205
H 1.234 2.328 -0.246
H 1.412 1.722 1.197
H 2.856 2.283 0.230
H 3.013 0.092 -0.740
H 1.196 0.108 -0.887
H 2.077 -0.505 0.639
C -1.966 -1.373 0.621
C -1.945 -0.723 -0.737
H -1.565 -2.322 0.701
H -1.422 -0.729 1.442
H -3.001 -1.247 1.004
H -2.877 -1.103 -1.228
H -1.070 -0.925 -1.329
H -1.925 0.291 -0.696
*
```

Here are the Löwdin charges for atoms 1 to 6, given in e: -0.125, -0.146, -0.004, 0.067, 0.036, 0.054


## x
Entry from the OMol25 dataset: a 2-piece molecular cluster, C4H12 overall (ωB97M-V/def2-TZVPD).

Values from the calculation:
orbital gap	12.1	eV
molar mass	60.1	g/mol
LUMO	1.10	eV
SMILES	CC.CC
HOMO	-11.04	eV

Structure (ORCA input):
```
! RIJCOSX wB97M-V def2-TZVPD def2/J DEFGRID3
* xyz 0 1
C 0.933 1.152 -1.615
C 1.488 -0.190 -2.342
H 0.852 0.880 -0.590
H 1.586 1.927 -1.785
H -0.015 1.329 -1.923
H 1.069 -0.930 -1.604
H 2.573 -0.309 -2.390
H 1.196 0.022 -3.402
C -0.464 -0.393 2.066
C -1.934 -0.646 1.729
H -0.329 -0.187 3.156
H 0.118 -1.235 2.023
H -0.292 0.577 1.569
H -2.506 -0.852 2.695
H -2.404 0.217 1.488
H -1.871 -1.362 0.925
*
```

Here are the Löwdin charges for atoms 1 to 6, given in e: -0.128, -0.129, 0.025, 0.030, 0.022, 0.068


## y
Entry from the OMol25 dataset: a 2-piece molecular cluster, C4H12 overall (ωB97M-V/def2-TZVPD).

Values from the calculation:
orbital gap	12.2	eV
molar mass	60.1	g/mol
LUMO	1.05	eV
SMILES	CC.CC
HOMO	-11.16	eV

Structure (ORCA input):
```
! RIJCOSX wB97M-V def2-TZVPD def2/J DEFGRID3
* xyz 0 1
C -0.937 -2.193 0.915
C -0.414 -1.777 2.231
H -1.947 -2.092 0.600
H -0.589 -1.619 0.009
H -0.886 -3.291 0.710
H -0.132 -2.517 2.985
H 0.639 -1.294 2.050
H -1.110 -1.201 2.773
C 1.051 2.355 -0.965
C 0.279 1.643 -2.075
H 2.048 2.706 -1.391
H 0.537 3.250 -0.731
H 1.160 1.527 -0.236
H 0.215 0.585 -2.002
H 0.859 1.650 -3.094
H -0.673 2.129 -2.303
*
```

Here are the Löwdin charges for atoms 1 to 6, given in e: -0.209, -0.185, 0.039, 0.072, 0.077, 0.061


## z
Entry from the OMol25 dataset: a 2-piece molecular cluster, C4H12 overall (ωB97M-V/def2-TZVPD).

Values from the calculation:
orbital gap	12.8	eV
molar mass	60.1	g/mol
LUMO	1.16	eV
SMILES	CC.CC
HOMO	-11.65	eV

Structure (ORCA input):
```
! RIJCOSX wB97M-V def2-TZVPD def2/J DEFGRID3
* xyz 0 1
C -0.038 2.273 -0.838
C 0.304 0.979 -1.649
H -0.566 2.934 -1.608
H -0.737 2.078 -0.102
H 0.844 2.768 -0.384
H 1.356 0.777 -1.664
H 0.015 1.300 -2.634
H -0.249 0.022 -1.353
C 0.570 -1.560 1.721
C -0.765 -1.767 0.834
H 1.137 -2.484 1.713
H 1.031 -0.642 1.413
H 0.293 -1.298 2.725
H -1.027 -0.850 0.253
H -1.671 -2.000 1.417
H -0.497 -2.533 0.157
*
```

Here are the Löwdin charges for atoms 1 to 6, given in e: -0.155, -0.158, 0.082, 0.014, 0.069, 0.046


The least stable of them is x.


## w
Entry from the OMol25 dataset: a 2-piece molecular cluster, C4H12 overall (ωB97M-V/def2-TZVPD).

Values from the calculation:
orbital gap	12.9	eV
molar mass	60.1	g/mol
LUMO	1.15	eV
SMILES	CC.CC
HOMO	-11.74	eV

Structure (ORCA input):
```
! RIJCOSX wB97M-V def2-TZVPD def2/J DEFGRID3
* xyz 0 1
C -2.304 0.540 -0.738
C -2.038 0.128 0.767
H -1.393 1.037 -1.070
H -2.450 -0.387 -1.284
H -3.175 1.182 -0.776
H -1.579 -0.847 0.901
H -2.909 0.319 1.392
H -1.274 0.828 1.151
C 2.324 -1.091 -0.142
C 2.022 0.412 0.089
H 1.388 -1.629 -0.281
H 2.938 -1.155 -1.039
H 2.781 -1.555 0.737
H 0.943 0.551 0.082
H 2.525 1.111 -0.588
H 2.370 0.772 1.063
*
```

Here are the Löwdin charges for atoms 1 to 6, given in e: -0.144, -0.165, 0.048, 0.052, 0.054, 0.051


## x
Entry from the OMol25 dataset: a 2-piece molecular cluster, C4H12 overall (ωB97M-V/def2-TZVPD).

Values from the calculation:
orbital gap	12.3	eV
molar mass	60.1	g/mol
LUMO	1.13	eV
SMILES	CC.CC
HOMO	-11.14	eV

Structure (ORCA input):
```
! RIJCOSX wB97M-V def2-TZVPD def2/J DEFGRID3
* xyz 0 1
C 0.324 -1.687 -0.089
C 0.418 -1.573 -1.559
H 0.402 -0.638 0.371
H -0.554 -2.226 0.324
H 1.227 -2.127 0.315
H 0.729 -2.566 -2.136
H 1.170 -0.909 -1.834
H -0.452 -1.194 -2.136
C -0.334 1.909 0.218
C -0.378 1.349 1.594
H -1.029 2.789 0.176
H 0.554 2.020 -0.379
H -0.852 1.155 -0.464
H 0.410 0.571 1.647
H -1.387 0.969 1.594
H -0.248 2.155 2.359
*
```

Here are the Löwdin charges for atoms 1 to 6, given in e: -0.181, -0.206, 0.039, 0.082, 0.063, 0.107


## y
Entry from the OMol25 dataset: a 2-piece molecular cluster, C4H12 overall (ωB97M-V/def2-TZVPD).

Values from the calculation:
orbital gap	12.4	eV
molar mass	60.1	g/mol
LUMO	1.11	eV
SMILES	CC.CC
HOMO	-11.29	eV

Structure (ORCA input):
```
! RIJCOSX wB97M-V def2-TZVPD def2/J DEFGRID3
* xyz 0 1
C 0.805 0.910 -1.392
C 0.299 2.171 -2.115
H 1.084 0.171 -2.196
H 1.768 1.156 -0.934
H -0.075 0.532 -0.715
H -0.824 2.330 -2.112
H 0.596 2.088 -3.178
H 0.807 3.113 -1.732
C -0.785 -0.935 1.399
C -0.294 -2.161 2.194
H -1.405 -0.189 2.050
H -0.208 -0.261 0.852
H -1.430 -1.250 0.600
H -1.202 -2.528 2.680
H 0.779 -2.140 2.723
H -0.044 -2.931 1.452
*
```

Here are the Löwdin charges for atoms 1 to 6, given in e: -0.177, -0.203, 0.072, 0.060, 0.068, 0.073


## z
Entry from the OMol25 dataset: a 2-piece molecular cluster, C4H12 overall (ωB97M-V/def2-TZVPD).

Values from the calculation:
orbital gap	12.8	eV
molar mass	60.1	g/mol
LUMO	1.14	eV
SMILES	CC.CC
HOMO	-11.67	eV

Structure (ORCA input):
```
! RIJCOSX wB97M-V def2-TZVPD def2/J DEFGRID3
* xyz 0 1
C -2.291 -1.047 0.492
C -1.495 -0.404 1.609
H -2.715 -2.017 0.762
H -3.149 -0.425 0.238
H -1.760 -1.295 -0.429
H -1.731 -0.784 2.603
H -1.652 0.670 1.685
H -0.424 -0.562 1.475
C 1.883 0.566 -1.761
C 1.972 0.946 -0.287
H 1.042 1.026 -2.286
H 2.728 0.726 -2.429
H 1.626 -0.497 -1.844
H 2.956 0.850 0.160
H 1.694 1.995 -0.212
H 1.315 0.253 0.223
*
```

Here are the Löwdin charges for atoms 1 to 6, given in e: -0.172, -0.171, 0.059, 0.060, 0.059, 0.062


The least stable of them is y.


## w
Entry from the OMol25 dataset: a 4-piece molecular cluster, C20H20N4 overall (ωB97M-V/def2-TZVPD).

Values from the calculation:
orbital gap	10.4	eV
molar mass	316.4	g/mol
LUMO	0.69	eV
SMILES	c1ccncc1.c1ccncc1.c1ccncc1.c1ccncc1
HOMO	-9.67	eV

Structure (ORCA input):
```
! RIJCOSX wB97M-V def2-TZVPD def2/J DEFGRID3
* xyz 0 1
C 3.381 2.152 -3.101
C 2.649 2.735 -2.086
C 1.370 3.201 -2.367
N 0.813 3.132 -3.568
C 1.541 2.600 -4.548
C 2.822 2.100 -4.370
H 4.378 1.779 -2.905
H 3.012 2.827 -1.071
H 0.760 3.627 -1.577
H 1.100 2.620 -5.539
H 3.331 1.632 -5.201
C -1.929 -1.702 -2.883
C -1.158 -2.710 -2.325
C 0.170 -2.436 -2.038
N 0.752 -1.262 -2.274
C -0.004 -0.314 -2.828
C -1.343 -0.475 -3.135
H -2.970 -1.901 -3.104
H -1.551 -3.684 -2.068
H 0.810 -3.190 -1.589
H 0.485 0.649 -2.921
H -1.911 0.338 -3.566
C -0.973 0.885 0.177
C -1.586 2.095 0.465
C -2.728 2.082 1.255
N -3.249 0.970 1.756
C -2.653 -0.180 1.460
C -1.514 -0.283 0.686
H -0.060 0.865 -0.404
H -1.186 3.012 0.053
H -3.199 3.031 1.490
H -3.084 -1.068 1.914
H -1.041 -1.230 0.462
C -0.491 -1.730 4.358
C 0.660 -0.960 4.355
C 1.716 -1.330 5.178
N 1.677 -2.372 5.998
C 0.556 -3.084 6.019
C -0.547 -2.808 5.225
H -1.308 -1.458 3.703
H 0.758 -0.087 3.723
H 2.625 -0.738 5.175
H 0.561 -3.923 6.706
H -1.445 -3.406 5.309
*
```

Here are the Löwdin charges for atoms 1 to 6, given in e: -0.073, -0.072, -0.175, 0.049, -0.167, -0.068


## x
Entry from the OMol25 dataset: C20H20N4 as an isolated structure (ωB97M-V/def2-TZVPD).

Values from the calculation:
orbital gap	8.2	eV
molar mass	316.4	g/mol
LUMO	0.36	eV
HOMO	-7.88	eV

Structure (ORCA input):
```
! RIJCOSX wB97M-V def2-TZVPD def2/J DEFGRID3
* xyz 0 1
N -1.095 -0.054 0.357
N 2.146 1.192 0.678
C -0.677 -0.505 1.503
C -2.782 -2.553 3.636
C -3.256 -2.889 2.253
C -1.768 -1.569 3.456
C -2.555 -2.151 1.368
C 0.987 0.686 0.930
C 3.116 1.037 1.646
C 0.395 -0.533 -4.276
C -0.623 -0.052 -5.098
C 2.855 0.229 2.770
C 0.513 -0.001 -2.876
C -1.272 1.464 -3.264
C 0.620 -0.138 1.976
C -1.551 0.882 -4.596
C 1.652 -0.337 2.971
C -0.213 1.122 -2.441
N -1.558 -1.456 2.071
N -0.056 0.728 0.079
C 4.405 1.776 1.490
C -2.638 1.328 -5.455
C 1.564 -1.110 4.238
C -0.196 1.643 -1.071
H -3.195 -2.827 4.583
H -4.016 -3.565 1.928
H -1.142 -1.093 4.275
H -2.702 -2.102 0.259
H 1.133 -1.215 -4.642
H -0.675 -0.450 -6.090
H 3.696 0.176 3.409
H 1.297 -0.428 -2.182
H -2.063 2.178 -2.966
H 4.722 2.380 2.361
H 4.421 2.247 0.554
H 5.157 1.028 1.311
H -3.449 1.503 -4.737
H -2.393 2.192 -5.992
H -3.088 0.564 -6.117
H 1.469 -0.387 5.003
H 2.519 -1.612 4.492
H 0.739 -1.802 4.121
H -1.148 2.192 -0.847
H 0.706 2.285 -1.069
*
```

Here are the Löwdin charges for atoms 1 to 6, given in e: 0.210, 0.189, -0.224, -0.057, -0.098, -0.079


The least stable of them is x.


## w
Entry from the OMol25 dataset: C4H6N2O as an isolated structure (ωB97M-V/def2-TZVPD).

Values from the calculation:
orbital gap	7.9	eV
molar mass	98.1	g/mol
LUMO	0.34	eV
HOMO	-7.60	eV

Structure (ORCA input):
```
! RIJCOSX wB97M-V def2-TZVPD def2/J DEFGRID3
* xyz 0 1
N 0.997 -0.186 1.913
C 0.539 0.083 0.610
C 0.968 -0.392 -0.689
C -0.185 -0.455 -1.628
C -1.151 0.113 -0.827
O -2.438 0.392 -1.142
N -0.749 0.424 0.445
H 1.923 0.172 2.091
H 1.038 -1.201 1.975
H 1.960 -0.855 -0.884
H 0.923 0.994 -0.970
H -2.497 0.055 -2.048
H -1.327 0.856 1.154
*
```

Here are the Löwdin charges for atoms 1 to 6, given in e: 0.090, -0.402, -0.152, -0.047, -0.497, 0.029


## x
Entry from the OMol25 dataset: one molecule with the formula C4H6N2O (ωB97M-V/def2-TZVPD).

Values from the calculation:
orbital gap	8.7	eV
molar mass	98.1	g/mol
LUMO	0.71	eV
SMILES	Cc1ncc(O)[nH]1
HOMO	-7.97	eV

Structure (ORCA input):
```
! RIJCOSX wB97M-V def2-TZVPD def2/J DEFGRID3
* xyz 0 1
C -0.402 -1.620 -1.426
C -0.235 -0.380 -0.600
N -1.222 0.432 -0.340
C -0.786 1.286 0.649
C 0.500 0.981 0.973
O 1.388 1.457 1.878
N 0.868 -0.062 0.163
H -0.870 -1.391 -2.387
H -1.094 -2.279 -0.888
H 0.531 -2.164 -1.596
H -1.446 2.023 1.084
H 0.991 2.223 2.310
H 1.777 -0.505 0.181
*
```

Here are the Löwdin charges for atoms 1 to 6, given in e: -0.025, -0.405, 0.080, -0.106, -0.378, 0.071


## y
Entry from the OMol25 dataset: one molecule with the formula C4H6N2O (ωB97M-V/def2-TZVPD).

Values from the calculation:
orbital gap	10.6	eV
molar mass	98.1	g/mol
LUMO	0.44	eV
SMILES	C=NN1C[C@H]1C=O
HOMO	-10.12	eV

Structure (ORCA input):
```
! RIJCOSX wB97M-V def2-TZVPD def2/J DEFGRID3
* xyz 0 1
C -2.380 -0.397 -0.154
N -1.176 -0.930 0.162
N -0.228 -0.102 0.846
C 0.040 0.979 -0.134
C 0.914 -0.241 -0.016
C 2.293 -0.356 0.459
O 3.236 -0.458 -0.350
H -2.690 0.577 -0.035
H -3.256 -1.099 -0.491
H -0.697 0.803 -0.874
H 0.281 2.084 0.193
H 1.121 -0.777 -1.103
H 2.542 -0.082 1.495
*
```

Here are the Löwdin charges for atoms 1 to 6, given in e: -0.005, -0.043, -0.046, -0.081, -0.300, -0.211


The least stable of them is y.


## w
Entry from the OMol25 dataset: one molecule with the formula C5H8O (ωB97M-V/def2-TZVPD).

Values from the calculation:
orbital gap (spin up / spin down)	7.7 / 7.7	eV
molar mass	84.1	g/mol
LUMO (spin up / spin down)	-0.33 / -0.33	eV
HOMO (spin up / spin down)	-7.99 / -7.99	eV

Structure (ORCA input):
```
! RIJCOSX wB97M-V def2-TZVPD def2/J DEFGRID3
* xyz 0 1
C 1.118 -0.609 -2.219
O 0.128 0.387 -2.163
C -0.781 0.178 -1.106
C -0.194 0.230 0.246
C -0.685 -0.033 1.415
C -1.053 0.185 2.732
H 0.678 -1.600 -2.418
H 1.793 -0.347 -3.036
H 1.685 -0.661 -1.278
H -1.536 0.967 -1.211
H -1.296 -0.793 -1.246
H -1.196 -0.653 3.407
H -1.292 1.179 3.108
H -1.621 -0.722 1.562
*
```

Here are the Löwdin charges for atoms 1 to 6, given in e: -0.133, -0.203, -0.272, 0.044, -0.279, 0.020


## x
Entry from the OMol25 dataset: one molecule with the formula C5H8O (ωB97M-V/def2-TZVPD).

Values from the calculation:
orbital gap	9.1	eV
molar mass	84.1	g/mol
LUMO	1.12	eV
HOMO	-8.00	eV

Structure (ORCA input):
```
! RIJCOSX wB97M-V def2-TZVPD def2/J DEFGRID3
* xyz 0 1
C 0.147 1.675 0.766
C 0.474 0.409 1.528
C -0.421 0.368 0.341
C 0.083 -1.836 -0.539
C -0.491 -1.135 -1.703
O 0.183 -0.144 -0.855
H 0.936 2.060 0.126
H -0.505 2.421 1.207
H 0.030 0.240 2.506
H 1.471 -0.009 1.414
H -1.467 0.104 0.463
H 1.132 -2.046 -0.790
H -0.001 -1.123 -2.682
H -1.572 -0.984 -1.783
*
```

Here are the Löwdin charges for atoms 1 to 6, given in e: -0.082, -0.088, -0.337, 0.035, -0.208, -0.149


The least stable of them is w.